a:
{
  "formula": "H14O7",
  "method": "ωB97M-V/def2-TZVPD",
  "homo_energy_ev": -10.92,
  "species": ["H", "H", "H", "H", "H", "H", "H", "H", "H", "H", "H", "H", "H", "H", "O", "O", "O", "O", "O", "O", "O"],
  "coordinates": [[-0.1613, 0.2034, 0.3891], [0.1583, -0.0980, 1.8441], [1.7775, -1.5716, 1.8619], [1.7668, -1.2005, 3.3357], [1.6202, -1.8765, -2.7545], [0.7337, -1.4563, -1.5937], [-3.9825, -1.7955, 0.1978], [-4.3596, -2.0300, -1.2557], [-2.8484, 0.3746, 0.1233], [-2.5559, -0.8611, -0.7118], [4.3158, -0.2795, -1.8894], [4.2065, 0.9844, -1.0524], [-1.7809, 4.9917, 0.3884], [-0.9441, 3.8488, -0.1627], [0.5529, 0.2464, 1.0349], [2.2457, -1.0393, 2.5149], [1.6584, -1.5368, -1.8533], [-4.7416, -1.8231, -0.3954], [-2.7645, -0.5835, 0.1872], [4.4784, 0.0610, -1.0025], [-1.1724, 4.7709, -0.3258]],
  "mulliken_charge": [0.288, 0.323, 0.323, 0.305, 0.306, 0.273, 0.364, 0.282, 0.329, 0.329, 0.296, 0.308, 0.322, 0.309, -0.584, -0.640, -0.576, -0.625, -0.689, -0.612, -0.631]
}


b:
{
  "formula": "H14O7",
  "method": "ωB97M-V/def2-TZVPD",
  "homo_energy_ev": -8.70,
  "species": ["H", "H", "H", "H", "H", "H", "H", "H", "H", "H", "H", "H", "H", "H", "O", "O", "O", "O", "O", "O", "O"],
  "coordinates": [[1.0919, 1.1552, -0.8105], [1.0998, 0.5285, 0.5741], [-1.9552, 4.1846, 1.8685], [-2.0841, 2.7311, 1.4433], [-3.2913, -2.2752, -1.6063], [-3.6612, -1.0720, -0.7544], [1.4165, -2.6160, -2.4158], [2.4100, -2.5796, -1.2662], [-0.9369, -0.8120, -0.4529], [-1.9693, -1.0106, 0.6448], [0.3422, 1.1283, 3.1467], [1.4746, 2.0457, 3.5778], [2.6286, -0.6499, -1.0033], [3.1942, -1.2188, -2.2942], [0.6550, 0.4798, -0.2796], [-1.5891, 3.5367, 1.2560], [-2.9804, -1.7454, -0.8636], [2.2409, -3.0115, -2.1111], [-1.7702, -0.4596, -0.1205], [0.5645, 2.0591, 3.2608], [3.1194, -0.3984, -1.7938]],
  "mulliken_charge": [0.306, 0.297, 0.306, 0.291, 0.236, 0.304, 0.355, 0.292, 0.292, 0.343, 0.302, 0.310, 0.288, 0.405, -0.616, -0.600, -0.514, -0.687, -0.665, -0.607, -0.637]
}


c:
{
  "formula": "H14O7",
  "method": "ωB97M-V/def2-TZVPD",
  "homo_energy_ev": -10.12,
  "species": ["O", "H", "H", "O", "H", "H", "O", "H", "H", "O", "H", "H", "O", "H", "H", "O", "H", "H", "O", "H", "H"],
  "coordinates": [[6.1247, -0.7903, 0.6136], [6.9662, -1.2226, 0.4679], [5.8860, -0.4349, -0.2425], [1.8155, 0.5777, 0.2469], [2.1731, 0.6884, -0.6341], [2.5747, 0.6516, 0.8251], [5.3751, -0.8773, -2.1771], [5.7601, -0.1607, -2.6816], [5.5766, -1.6635, -2.6846], [0.7448, 1.9931, -5.5794], [0.6171, 1.7737, -6.5024], [1.5092, 1.4813, -5.3146], [2.8170, 0.4096, -2.2306], [2.5299, 0.3285, -3.1401], [3.7388, 0.1518, -2.2461], [2.7252, 0.1806, -4.9082], [3.6752, 0.1515, -5.0221], [2.4759, -0.7278, -4.7385], [1.7822, -2.3307, -4.3313], [2.1953, -2.9925, -4.8858], [2.1750, -2.4615, -3.4683]],
  "mulliken_charge": [-0.624, 0.289, 0.353, -0.626, 0.422, 0.284, -0.681, 0.367, 0.284, -0.639, 0.297, 0.382, -0.707, 0.407, 0.294, -0.798, 0.264, 0.456, -0.710, 0.334, 0.352]
}


Tell me which of them is the most stable. Sure, it is c.


a:
{
  "formula": "C3H7N2S",
  "method": "ωB97M-V/def2-TZVPD",
  "charge": 1,
  "homo_energy_ev": [-11.67, -11.98],
  "species": ["C", "C", "C", "N", "N", "S", "H", "H", "H", "H", "H", "H", "H"],
  "coordinates": [[-2.4604, -0.5010, -2.3558], [-2.6739, -0.4289, -1.1159], [-1.5894, -0.5682, 0.2480], [-0.6292, 0.1435, 0.3538], [2.9772, 0.3804, 1.1313], [0.3598, 1.3527, 0.3396], [-1.9952, -0.6930, -3.2241], [-3.6588, -0.3992, -0.6065], [-2.1491, -1.1259, 0.8461], [2.0056, 0.8190, 1.1485], [2.8991, -0.6387, 1.0175], [3.4897, 0.8340, 1.9381], [3.4246, 0.8254, 0.2793]],
  "mulliken_charge": [-0.309, -0.292, -0.034, -0.059, -0.474, -0.258, 0.428, 0.289, 0.399, 0.111, 0.368, 0.402, 0.430]
}


b:
{
  "formula": "C3H7N2S",
  "method": "ωB97M-V/def2-TZVPD",
  "charge": 1,
  "homo_energy_ev": -12.38,
  "species": ["C", "C", "C", "N", "N", "S", "H", "H", "H", "H", "H", "H", "H"],
  "coordinates": [[-3.6785, -1.5564, -1.4340], [0.4469, -0.5585, -0.0795], [1.4007, 1.0343, 1.4510], [-2.6945, -1.0233, -1.3604], [0.9006, 0.5986, 0.1436], [0.2849, -0.8446, -1.9236], [-4.5835, -1.9701, -1.2129], [0.6253, -2.1192, -1.9863], [0.9326, 1.9585, 1.7165], [1.2406, 0.3105, 2.2553], [2.5244, 1.2953, 1.2940], [1.0765, 1.2041, -0.6446], [-1.6435, -0.9278, -1.7415]],
  "mulliken_charge": [0.059, -0.161, -0.682, 0.178, -0.009, -0.407, 0.371, 0.256, 0.305, 0.312, 0.275, 0.256, 0.247]
}


Tell me which of them is the most stable. Sure, it is b.


a:
{
  "formula": "C3H3N3OS",
  "method": "ωB97M-V/def2-TZVPD",
  "homo_energy_ev": -8.41,
  "species": ["C", "C", "C", "H", "H", "H", "N", "N", "N", "O", "S"],
  "coordinates": [[-0.6212, -0.0041, -0.1509], [1.5624, -0.4597, 0.3853], [0.8425, 1.7146, 0.1896], [-3.4228, -1.8372, -0.8226], [2.4080, -1.0821, 0.6283], [1.1970, 2.7521, 0.2415], [-1.8085, -0.3521, -0.4364], [0.4159, -0.9345, 0.1158], [-0.3303, 1.3750, -0.1055], [1.8855, 0.8521, 0.4506], [-2.1286, -2.0239, -0.4956]],
  "mulliken_charge": [0.601, 0.114, 0.182, 0.164, 0.408, 0.379, -0.429, -0.462, -0.460, -0.369, -0.127]
}


b:
{
  "formula": "C3H3N3OS",
  "method": "ωB97M-V/def2-TZVPD",
  "homo_energy_ev": -8.80,
  "species": ["C", "C", "C", "H", "H", "H", "N", "N", "N", "O", "S"],
  "coordinates": [[0.9152, 0.1006, -1.1448], [-0.2133, 0.7053, -0.6427], [-0.6255, 0.2762, 0.5786], [2.2480, 0.2011, -2.5099], [1.3936, 2.1249, -2.3097], [-0.6562, 1.4179, -1.1415], [1.2521, 0.4489, -2.4284], [1.2443, -1.4236, 0.4733], [1.6485, -1.0018, -0.5780], [0.2375, -0.6858, 1.2390], [-2.1474, 0.5678, 1.3146]],
  "mulliken_charge": [0.488, -0.235, -0.025, 0.310, 0.307, 0.477, -0.647, -0.100, -0.145, -0.177, -0.252]
}


c:
{
  "formula": "C3H3N3OS",
  "method": "ωB97M-V/def2-TZVPD",
  "homo_energy_ev": [-8.25, -8.07],
  "species": ["C", "C", "C", "N", "N", "N", "O", "S", "H", "H", "H"],
  "coordinates": [[1.2259, -1.1321, 0.0547], [-2.0854, -1.4784, 0.1034], [1.6540, 0.1672, -0.2060], [0.7457, -2.1473, 0.2311], [-1.7043, -0.4721, -0.3346], [2.9590, 0.5106, -0.1799], [0.7998, 1.2161, -0.5147], [4.3296, -0.3411, 0.1040], [-2.4457, -2.3962, 0.1938], [3.1222, 1.5609, -0.2910], [-0.0059, 0.9563, 0.0310]],
  "mulliken_charge": [0.195, 0.058, 0.502, -0.356, -0.417, -0.280, -0.473, -0.258, 0.340, 0.309, 0.380]
}


Tell me which of them is the most stable. Sure, it is a.


a:
{
  "formula": "C4H9NO2",
  "method": "ωB97M-V/def2-TZVPD",
  "homo_energy_ev": -9.70,
  "species": ["C", "N", "C", "O", "C", "C", "O", "H", "H", "H", "H", "H", "H", "H", "H", "H"],
  "coordinates": [[2.5006, -0.1951, -1.1704], [1.1611, 0.0965, -0.7068], [1.0577, 0.6856, 0.4039], [-0.1035, 1.0692, 0.9583], [-1.2874, 0.7519, 0.2236], [-1.8081, -0.6205, 0.6296], [-2.9283, -0.9852, -0.1502], [2.6181, -1.2743, -1.3098], [2.6592, 0.2745, -2.1468], [3.2927, 0.1526, -0.4885], [1.8905, 0.9664, 1.0587], [-2.0242, 1.5207, 0.4639], [-1.0801, 0.7764, -0.8509], [-0.9978, -1.3589, 0.5525], [-2.1494, -0.6003, 1.6693], [-2.6178, -1.1543, -1.0506]],
  "mulliken_charge": [-0.762, -0.356, 0.076, -0.347, -0.331, -0.391, -0.515, 0.245, 0.247, 0.297, 0.357, 0.240, 0.370, 0.278, 0.282, 0.311]
}


b:
{
  "formula": "C4H9NO2",
  "method": "ωB97M-V/def2-TZVPD",
  "homo_energy_ev": -9.30,
  "species": ["C", "C", "N", "C", "C", "O", "O", "H", "H", "H", "H", "H", "H", "H", "H", "H"],
  "coordinates": [[0.3962, -1.4123, -0.6093], [-1.8499, 0.6355, 0.1502], [0.9619, 1.0264, -0.0124], [0.5699, -0.2920, 0.3663], [-0.4784, 0.6726, 0.7234], [0.9671, 1.1842, -1.4082], [1.6122, -0.7467, 1.4607], [1.8642, 0.9242, -1.6908], [1.9995, 0.0428, 1.8699], [-0.4216, 1.2020, 1.6671], [-0.1964, -2.2014, -0.1416], [1.3734, -1.8003, -0.9110], [-0.1296, -1.1304, -1.5258], [-1.9112, 0.1193, -0.8102], [-2.5194, 0.1266, 0.8544], [-2.2380, 1.6496, 0.0174]],
  "mulliken_charge": [-1.442, -1.230, -0.439, 1.231, -0.186, -0.416, -0.558, 0.327, 0.302, 0.342, 0.330, 0.376, 0.399, 0.294, 0.327, 0.342]
}


Tell me which of them is the most stable. Sure, it is a.


a:
{
  "formula": "C4H9NO2",
  "method": "ωB97M-V/def2-TZVPD",
  "homo_energy_ev": -10.03,
  "species": ["C", "C", "N", "H", "H", "H", "H", "H", "O", "C", "O", "C", "H", "H", "H", "H"],
  "coordinates": [[2.9602, -0.0547, 0.0031], [1.2506, 1.4055, -0.6056], [1.5571, 0.3250, -0.0361], [3.3125, 0.0036, 1.0335], [3.5838, 0.5911, -0.6206], [3.0571, -1.0808, -0.3382], [0.2121, 1.7192, -0.6252], [2.0053, 2.0534, -1.0618], [-1.6575, 0.9576, 0.4776], [-1.8183, -0.2308, 0.3257], [-0.8201, -1.1011, 0.1983], [-3.1732, -0.8839, 0.2662], [0.0559, -0.6258, 0.1866], [-3.1127, -1.8785, -0.1658], [-3.8355, -0.2430, -0.3125], [-3.5775, -0.9569, 1.2749]],
  "mulliken_charge": [-0.875, -0.251, -0.313, 0.277, 0.305, 0.285, 0.243, 0.229, -0.586, 0.677, -0.476, -0.981, 0.609, 0.306, 0.291, 0.261]
}


b:
{
  "formula": "C4H9NO2",
  "method": "ωB97M-V/def2-TZVPD",
  "homo_energy_ev": -8.92,
  "species": ["C", "N", "C", "C", "O", "O", "C", "H", "H", "H", "H", "H", "H", "H", "H", "H"],
  "coordinates": [[-2.3862, 0.4535, -0.3848], [-1.6985, -0.7111, 0.1850], [-0.8005, -0.4102, 1.2461], [0.7103, -0.1878, 0.3460], [0.5748, -0.6633, -0.7691], [1.9254, 0.3247, 0.6248], [2.8631, 0.2134, -0.5041], [-2.5388, 1.2569, 0.3515], [-3.3783, 0.1749, -0.7624], [-1.8115, 0.8709, -1.2224], [-0.9679, -1.0130, -0.5149], [-0.6571, -1.2964, 1.8813], [-1.1502, 0.4229, 1.8756], [3.7822, 0.7229, -0.2062], [2.4534, 0.6769, -1.4077], [3.0798, -0.8350, -0.7388]],
  "mulliken_charge": [-0.718, -0.492, -0.502, 0.710, -0.596, -0.372, -0.588, 0.285, 0.243, 0.258, 0.425, 0.265, 0.310, 0.222, 0.280, 0.270]
}


Tell me which of them is the most stable. Sure, it is a.


a:
{
  "formula": "C4H9NO2",
  "method": "ωB97M-V/def2-TZVPD",
  "homo_energy_ev": -8.37,
  "species": ["C", "C", "C", "C", "O", "O", "N", "H", "H", "H", "H", "H", "H", "H", "H", "H"],
  "coordinates": [[-1.1212, 0.2729, 0.2396], [-2.3730, -0.5131, -0.0445], [2.0294, -0.8581, -0.1311], [0.8914, 0.1209, 0.0421], [-1.3800, 1.6104, 0.3164], [1.3227, 1.4585, 0.1712], [-0.1212, -0.2986, 0.9206], [-0.5540, 2.0358, 0.6113], [2.0857, 1.5987, -0.4131], [0.1571, 0.1518, -0.9807], [-2.9001, -0.6422, 0.9046], [-3.0281, 0.0178, -0.7373], [-2.1203, -1.5066, -0.4167], [3.0194, -0.4014, 0.0040], [2.0422, -1.6688, 0.6070], [2.0499, -1.3780, -1.0932]],
  "mulliken_charge": [0.430, -1.129, -1.244, 0.980, -0.430, -0.575, -0.618, 0.363, 0.293, -0.002, 0.297, 0.351, 0.284, 0.366, 0.326, 0.307]
}


b:
{
  "formula": "C4H9NO2",
  "method": "ωB97M-V/def2-TZVPD",
  "homo_energy_ev": [-7.40, -7.40],
  "species": ["C", "C", "C", "C", "N", "O", "O", "H", "H", "H", "H", "H", "H", "H", "H", "H"],
  "coordinates": [[-0.5599, 1.8286, 1.1257], [-1.0707, -0.8967, 0.2662], [1.5663, -0.5806, 0.4983], [0.2377, -0.0957, -0.0778], [-0.7245, 0.7863, -1.9552], [-1.7596, 1.7887, 1.2595], [0.4952, 0.3631, -1.3322], [-0.0081, 2.7057, 1.3820], [-1.9822, -0.1982, 0.1874], [-1.3559, -1.6618, -0.3880], [-0.9794, -1.3776, 1.1952], [1.6833, -0.8967, 1.4661], [1.9842, -1.3400, -0.0808], [2.3154, 0.2857, 0.2777], [-0.4779, 0.7783, -3.0358], [-1.0591, 1.6325, -1.4739]],
  "mulliken_charge": [-0.105, -1.117, -1.581, 0.898, -0.472, -0.395, -0.230, 0.302, 0.263, 0.424, 0.380, 0.419, 0.439, 0.285, 0.255, 0.236]
}


Tell me which of them is the most stable. Sure, it is a.